(1)
The following is a quantum chemistry calculation of a molecular structure, C7H15Li4NO5, from the Open Molecules 2025 dataset.

```
32
Properties=species:S:1:pos:R:3
O 2.1432 -0.8155 -3.4092
H 3.6718 0.6111 -3.5361
H 0.5685 -1.4023 -1.3928
O -0.3718 -2.3766 5.1479
C -1.9747 2.3969 -0.7264
C 3.2145 -0.1338 -4.1874
O -0.1752 -4.4965 4.4556
Li -0.9506 -8.5579 4.2955
H -2.7832 2.8840 -1.2715
H -0.7046 -1.1045 -2.4644
H -2.1623 0.6533 -2.2526
H -2.3493 4.9343 -0.2231
H 0.5517 0.6484 -3.5721
C 0.1066 -3.5237 5.2759
H 2.7751 0.4918 -4.9644
Li 0.1903 -0.7776 8.3106
H -2.2357 2.0317 0.2669
H -0.7156 5.3769 0.0999
C 0.1195 -0.5924 -1.9678
Li -2.6901 -2.6654 2.1014
H 1.6155 0.8234 -2.2634
H -1.5767 4.4090 1.2725
O 0.7454 -3.7941 6.3426
C 1.1497 0.0551 -2.8804
H 0.2407 0.9903 -0.5854
O -0.9780 3.3898 -0.5365
Li 3.0396 -6.5845 8.2378
C -1.4215 4.5529 0.2033
C -1.4362 1.2617 -1.7135
N -0.4685 0.4154 -1.0174
H 3.8862 -0.9335 -4.4996
H -1.0243 1.8322 -2.5459
```

As for the HOMO energy: -9.72 eV. As for the largest force on an atom: 2.6 eV/A. The net charge is +2. Its electronic energy is -736.09530 Eh.

=====

(2)
The following is a quantum chemistry calculation of a molecular structure, C40H47N6P2PtSTe, from the Open Molecules 2025 dataset.

```
98
Properties=species:S:1:pos:R:3
C 1.0920 1.9713 -0.5147
C 1.0936 -4.2027 -1.5550
C 1.2464 -1.0241 -3.3671
H 5.2005 2.4334 2.0807
C -1.2460 -3.8320 -2.3351
C 1.9148 -2.2208 3.7155
H 0.3664 2.7792 -5.1001
C -1.3285 -2.2383 4.3565
C 0.0523 4.3055 0.5683
H 1.6700 -4.1976 -0.6304
N 0.0197 3.6031 -4.6415
H 1.4829 1.0702 -0.9709
N -0.2660 -3.7342 -1.2276
H 1.1739 1.2642 2.9173
C 3.4887 -0.2424 0.9248
C -5.5188 1.6428 0.6204
C 0.3959 4.9274 -5.1488
C -3.7029 0.8910 -0.7580
C -4.6846 1.6369 1.7345
H 3.0534 2.8243 3.2386
H -0.6059 -4.2457 -0.4227
C 2.3411 -3.2180 4.5738
H 2.5055 -1.5010 -1.8206
C -2.0047 -2.5307 -2.5330
H -1.9623 -4.6337 -2.1549
H 0.6006 4.8325 -6.2130
P 0.9655 -1.2172 1.3621
C -0.1802 -1.3454 -3.7594
C -3.3670 1.2388 1.6151
H 1.6625 -5.9327 2.6562
N 1.6278 -1.8483 -2.1905
C -5.0280 1.2767 -0.6237
C -0.8485 3.4004 -3.6536
N -1.3905 4.4553 -3.0516
H 1.8966 5.2182 -0.0325
H -1.6829 3.1573 1.0487
C 1.2955 -3.8993 2.0897
H -0.7131 -4.1014 -3.2463
C 4.5376 0.6434 1.1054
C 1.3909 -2.5614 2.4638
C -0.9765 -1.2384 5.2521
C 1.7758 -3.2843 -2.5514
H -1.0494 -0.1863 5.0076
H -0.3444 6.2614 -2.7984
H 2.8095 3.1404 -1.0200
H -2.0612 4.2496 -2.3309
H -0.4178 6.9136 -5.1522
C -0.8183 -3.8408 6.0305
H 0.9022 -4.1672 1.1188
C -0.6943 -0.5411 1.6716
H 3.6282 -1.1186 0.2985
H -2.0430 6.4169 -3.2492
Te -2.1949 -1.7226 2.5105
C -2.8713 0.8587 0.3634
H -0.3581 5.2171 0.9823
N -0.4465 -2.8999 6.8896
C 1.8322 3.1380 -0.5551
H -1.6013 -0.5157 -2.5776
H -2.7019 -2.3622 -1.7110
H -6.5528 1.9431 0.7258
H -0.2348 -0.8855 7.2411
H 1.3650 -3.4242 -3.5495
H -2.5780 -2.5616 -3.4627
H 2.0221 -1.1844 4.0078
H 2.7552 -2.9559 5.5382
H 1.3287 0.0287 -3.0963
H 1.1028 -5.2241 -1.9453
H -3.3234 0.6441 -1.7394
C -0.5276 -1.6300 6.5094
C -0.6950 3.1365 0.6099
C 3.1705 1.9679 2.5880
H -1.5933 5.6540 -5.5221
S -1.2827 1.8148 -3.1688
N -1.0624 -1.3800 -2.5512
H 5.4854 0.4682 0.6145
C -1.2646 -3.5659 4.7412
H -2.7255 1.2651 2.4869
C -1.1338 5.8475 -3.4310
H 1.9171 -1.2248 -4.2065
H 2.8308 -3.5514 -2.6151
C 1.7242 -4.8941 2.9527
C 4.3762 1.7480 1.9347
P -1.1344 0.4348 0.1928
H -5.6726 1.2957 -1.4919
C 2.1162 1.0864 2.4111
H 1.3130 5.2610 -4.6578
C -0.1626 1.9579 0.0892
H -0.5575 -0.5769 -4.4313
C 2.2528 -4.5521 4.1904
C 1.3157 4.3053 -0.0060
C -0.7367 5.9053 -4.8949
H -0.2535 -2.3052 -4.2671
Pt -0.0121 -1.3811 -0.6886
H -1.5490 -4.3748 4.0818
C 2.2760 -0.0172 1.5759
H -0.7553 -4.8653 6.3798
H -5.0624 1.9552 2.6969
H 2.6047 -5.3279 4.8579
```

As for the HOMO energy (spin up / spin down): -15.07 / -15.07 eV. As for the largest force on an atom: 1.6 eV/A. The net charge is +3. Its electronic energy is -3348.34676 Eh.

=====

(3)
The following is a quantum chemistry calculation of a single C3H5N3 molecule, from the Open Molecules 2025 dataset.

```
11
Properties=species:S:1:pos:R:3
H 0.1894 2.1000 -0.4147
N 1.8562 0.8562 -0.0787
C 0.5558 1.1030 -0.2105
C -1.6499 -0.3372 -0.0097
C -0.1699 -0.0863 0.0028
H -2.1630 0.4782 -0.5321
H -1.8803 -1.2750 -0.5292
N 0.7116 -1.0504 0.2501
H 2.7348 -0.9499 0.3167
H -2.0614 -0.4049 1.0077
N 1.8768 -0.4338 0.1974
```

As for the HOMO energy: -9.79 eV. Its SMILES is Cc1cn[nH]n1. As for the largest force on an atom: 0.4 eV/A. As for the energy relative to the best compared isomer or geometry (same formula, charge and spin): 74.79 kJ/mol. Its electronic energy is -281.56156 Eh.

=====

(4)
The following is a quantum chemistry calculation of a gas-phase ion, C2H3N2O2 (charge +1), from the Open Molecules 2025 dataset.

```
9
Properties=species:S:1:pos:R:3
N 0.0747 0.5882 0.1365
C -1.1808 0.2535 -0.0883
H -1.6945 -0.6562 -0.3190
H 0.2308 1.5164 0.4339
N 2.3273 0.5160 -0.0236
H 1.2910 -1.2169 0.2694
O 3.3950 0.8775 -0.1308
O -2.1507 1.4679 -0.1282
C 1.2803 -0.0503 0.2126
```

As for the HOMO energy (spin up / spin down): -14.44 / -14.44 eV. Its SMILES is O=C/[NH+]=C/N=O. As for the largest force on an atom: 11.6 eV/A. As for the energy relative to the best compared isomer or geometry (same formula, charge and spin): 786.88 kJ/mol. The net charge is +1. Its electronic energy is -337.43848 Eh.

=====

(5)
The following is a quantum chemistry calculation of a single C22H29NO3 molecule, from the Open Molecules 2025 dataset.

```
55
Properties=species:S:1:pos:R:3
H 0.4859 -0.0099 -1.1211
H 4.7001 -0.4965 -1.7494
C -0.1544 3.4566 0.2827
H -2.7248 1.7375 1.6321
H 2.4928 0.3257 -2.5367
H 4.7823 -2.1505 0.1049
C -1.0426 2.9864 1.2352
C 4.2135 -0.2445 0.9382
H 3.7953 1.7032 -0.9292
C -3.2619 -0.6421 0.0755
C 2.8844 1.1958 -0.6033
C -0.2421 2.9936 -1.0189
H 3.2276 1.5937 1.4880
H 5.1348 0.2544 0.6298
H -3.3678 -0.3509 1.1238
H 0.5975 4.1827 0.5534
C -5.7671 -0.7673 -0.0348
H 2.4731 -3.0156 -0.1389
H -0.9859 3.3476 2.2519
C -1.9984 -1.4915 -0.0856
C 2.6105 -0.0100 -1.5003
C 1.3262 -0.7036 -1.0474
H 4.3419 -0.5756 1.9715
C 1.7524 0.0364 1.2923
H -4.4690 -2.4157 0.2555
H -1.1092 -0.3740 1.3803
H 1.8482 -0.2825 2.3338
H 3.6030 -1.8458 -2.0574
H -4.1425 1.1238 -0.7779
H -4.4291 -1.7385 -1.3820
H -1.2580 1.6943 -2.3772
O -5.9123 -0.5062 1.2750
H 0.0693 -2.8075 0.2222
C 3.0397 0.7280 0.8421
C 2.6631 -2.1435 0.4904
C -3.1770 0.6087 -0.8150
H 2.7766 -2.4926 1.5199
H -6.7544 -0.0522 1.4352
N -1.0103 -1.1748 0.7774
O -1.9099 -2.3883 -0.8970
H 0.4331 3.3678 -1.7748
H -3.0158 0.2885 -1.8463
H 0.9238 0.7463 1.2273
C -2.1018 1.5800 -0.4154
H 0.3547 -2.2649 1.8935
C -1.1998 2.0539 -1.3598
H 2.0578 1.9043 -0.6726
H 1.1114 -1.5574 -1.6930
C -4.4786 -1.4896 -0.3225
C 0.2170 -1.9309 0.8582
C 1.4765 -1.1771 0.3993
C 3.9443 -1.4476 0.0363
O -6.5929 -0.4432 -0.8438
C -2.0147 2.0659 0.8855
C 3.7835 -0.9846 -1.4105
```

As for the HOMO energy: -9.28 eV. Its SMILES is O=C(O)C[C@H](Cc1ccccc1)C(=O)NC[C@]12C[C@H]3C[C@H](C[C@H](C3)C1)C2. As for the largest force on an atom: 0.7 eV/A. As for the energy relative to the best compared isomer or geometry (same formula, charge and spin): 0.00 kJ/mol. Its electronic energy is -1136.29639 Eh.

=====

(6)
The following is a quantum chemistry calculation of a single C5H8N2 molecule, from the Open Molecules 2025 dataset.

```
15
Properties=species:S:1:pos:R:3
H 0.3622 -0.9678 2.6377
N -0.8432 1.3004 -0.7358
C 0.1666 0.3894 -1.2997
H 0.7574 0.8800 -2.0820
C 0.9249 -0.0718 -0.0998
H -0.1865 -1.3849 -2.5634
H -1.5538 -0.2474 -2.4535
C 0.2336 0.3662 0.9586
H -1.1709 -1.2903 -1.0771
H 1.8305 -0.6674 -0.0940
N -0.8438 1.2106 0.5086
C -0.7345 -0.7145 -1.9002
C 0.3427 0.1057 2.4250
H -0.5293 0.5384 2.9222
H 1.2440 0.5534 2.8534
```

As for the HOMO energy: -9.32 eV. Its SMILES is CC1=C[C@@H](C)N=N1. As for the largest force on an atom: 0.4 eV/A. As for the energy relative to the best compared isomer or geometry (same formula, charge and spin): 160.34 kJ/mol. Its electronic energy is -304.77443 Eh.